# 1
A 11-piece molecular cluster, C57H132N8O25 overall, computed with ωB97M-V/def2-TZVPD.

CARTESIAN COORDINATES (ANGSTROEM)
1 C 4.010 -2.526 -1.465
2 O 4.859 -2.055 -0.438
3 C 5.086 -2.986 0.622
4 C 5.960 -2.356 1.680
5 N 7.275 -1.983 1.080
6 C 7.801 -0.824 1.802
7 C 8.133 -1.092 3.273
8 O 8.841 -2.327 3.395
9 C 8.723 -2.899 4.657
10 H 3.153 -1.851 -1.547
11 H 3.487 -3.482 -1.355
12 H 4.587 -2.508 -2.389
13 H 5.644 -3.773 0.098
14 H 4.182 -3.342 1.125
15 H 6.093 -3.103 2.462
16 H 5.489 -1.442 2.063
17 H 7.038 -1.693 0.137
18 H 7.138 0.042 1.676
19 H 8.714 -0.469 1.311
20 H 7.178 -1.159 3.802
21 H 8.786 -0.331 3.701
22 H 9.569 -3.541 4.920
23 H 7.842 -3.555 4.654
24 H 8.701 -2.205 5.507
25 C -1.748 -0.045 -6.445
26 O -2.435 -1.105 -5.772
27 C -2.943 -2.101 -6.645
28 C -3.890 -3.035 -5.878
29 N -3.189 -4.038 -5.058
30 C -2.933 -3.535 -3.719
31 C -2.224 -4.508 -2.804
32 O -3.116 -5.573 -2.470
33 C -2.505 -6.557 -1.693
34 H -1.416 0.631 -5.660
35 H -2.432 0.464 -7.125
36 H -0.890 -0.504 -6.940
37 H -2.159 -2.781 -6.997
38 H -3.405 -1.589 -7.493
39 H -4.375 -3.653 -6.637
40 H -4.640 -2.467 -5.319
41 H -3.813 -4.833 -4.988
42 H -3.856 -3.169 -3.258
43 H -2.161 -2.759 -3.792
44 H -1.952 -4.070 -1.832
45 H -1.293 -4.914 -3.213
46 H -1.737 -7.142 -2.215
47 H -3.285 -7.270 -1.416
48 H -2.083 -6.125 -0.774
49 C -2.891 -0.196 0.328
50 O -3.346 -1.369 0.946
51 C -4.758 -1.511 1.007
52 C -5.128 -2.633 1.948
53 N -6.515 -3.051 1.819
54 C -6.996 -3.945 2.897
55 C -6.280 -5.293 2.915
56 O -6.240 -5.807 1.608
57 C -5.177 -6.707 1.405
58 H -3.193 -0.249 -0.725
59 H -1.805 -0.132 0.385
60 H -3.288 0.719 0.769
61 H -5.050 -1.702 -0.037
62 H -5.193 -0.552 1.306
63 H -4.913 -2.300 2.969
64 H -4.497 -3.511 1.741
65 H -6.455 -3.695 1.032
66 H -8.043 -4.073 2.604
67 H -6.986 -3.366 3.820
68 H -6.776 -5.881 3.692
69 H -5.290 -5.029 3.308
70 H -5.488 -7.489 0.708
71 H -4.845 -7.334 2.241
72 H -4.307 -6.161 1.030
73 C 4.057 0.462 0.878
74 O 4.841 0.709 2.041
75 C 5.802 1.751 1.831
76 C 6.154 2.312 3.195
77 N 4.986 3.012 3.740
78 C 5.293 3.605 5.046
79 C 4.041 3.925 5.785
80 O 3.254 2.750 5.908
81 C 2.152 2.993 6.769
82 H 3.195 -0.137 1.161
83 H 4.649 -0.067 0.130
84 H 3.697 1.404 0.455
85 H 5.243 2.538 1.314
86 H 6.671 1.312 1.332
87 H 7.064 2.921 3.203
88 H 6.539 1.454 3.775
89 H 4.356 2.215 3.804
90 H 5.846 4.524 4.842
91 H 5.918 2.918 5.630
92 H 3.471 4.697 5.254
93 H 4.282 4.280 6.794
94 H 2.501 3.162 7.793
95 H 1.503 2.123 6.726
96 H 1.614 3.897 6.464
97 C 1.798 -5.387 -3.152
98 O 2.077 -4.175 -3.825
99 C 0.914 -3.466 -4.144
100 C 1.209 -2.220 -4.953
101 N 2.218 -1.391 -4.293
102 C 2.327 -0.035 -4.804
103 C 3.308 0.754 -3.962
104 O 4.548 0.093 -3.883
105 C 5.521 0.990 -3.318
106 H 1.330 -5.225 -2.175
107 H 2.777 -5.827 -2.965
108 H 1.198 -6.049 -3.782
109 H 0.415 -3.087 -3.239
110 H 0.224 -4.091 -4.724
111 H 0.294 -1.640 -5.088
112 H 1.504 -2.453 -5.987
113 H 3.117 -1.837 -4.438
114 H 1.365 0.478 -4.725
115 H 2.657 -0.053 -5.853
116 H 2.805 0.815 -2.979
117 H 3.305 1.811 -4.254
118 H 6.420 0.363 -3.362
119 H 5.351 1.201 -2.264
120 H 5.710 1.820 -3.997
121 C 5.388 -4.492 7.014
122 O 4.313 -4.207 6.126
123 C 4.476 -2.970 5.455
124 C 3.196 -2.734 4.649
125 N 2.955 -3.867 3.745
126 C 1.580 -3.890 3.249
127 C 1.364 -2.851 2.163
128 O -0.020 -2.689 1.917
129 C -0.575 -3.644 1.048
130 H 6.326 -4.638 6.475
131 H 5.082 -5.430 7.474
132 H 5.485 -3.715 7.775
133 H 5.328 -3.082 4.778
134 H 4.598 -2.123 6.137
135 H 3.337 -1.819 4.069
136 H 2.340 -2.570 5.314
137 H 3.086 -4.695 4.316
138 H 0.758 -3.750 3.963
139 H 1.391 -4.884 2.829
140 H 1.868 -3.004 1.200
141 H 1.786 -1.923 2.564
142 H -0.069 -3.540 0.077
143 H -1.623 -3.410 0.853
144 H -0.542 -4.699 1.336
145 C -4.753 0.003 -3.266
146 O -4.777 1.044 -2.304
147 C -6.051 1.650 -2.263
148 C -5.996 2.800 -1.237
149 N -5.938 2.211 0.102
150 C -5.899 3.229 1.156
151 C -5.512 2.661 2.520
152 O -4.234 2.088 2.409
153 C -3.089 2.883 2.654
154 H -5.183 -0.886 -2.782
155 H -3.737 -0.324 -3.488
156 H -5.311 0.187 -4.185
157 H -6.784 0.869 -2.034
158 H -6.356 2.142 -3.197
159 H -6.964 3.310 -1.262
160 H -5.209 3.518 -1.487
161 H -5.086 1.671 0.220
162 H -6.893 3.685 1.232
163 H -5.223 4.077 0.969
164 H -6.288 1.969 2.858
165 H -5.590 3.429 3.299
166 H -2.236 2.213 2.553
167 H -3.114 3.215 3.694
168 H -2.947 3.685 1.929
169 C -2.193 4.651 -1.041
170 O -3.299 5.254 -1.655
171 C -3.317 6.657 -1.645
172 C -4.517 7.207 -2.456
173 N -4.528 8.662 -2.389
174 C -5.698 9.206 -3.061
175 C -5.816 9.090 -4.609
176 O -6.211 7.812 -5.065
177 C -7.475 7.376 -4.588
178 H -2.269 4.589 0.049
179 H -1.206 5.086 -1.239
180 H -2.143 3.636 -1.437
181 H -2.411 7.140 -2.031
182 H -3.458 7.028 -0.623
183 H -5.385 6.769 -1.957
184 H -4.408 6.790 -3.462
185 H -3.676 8.877 -2.905
186 H -5.791 10.264 -2.785
187 H -6.558 8.816 -2.512
188 H -4.836 9.247 -5.064
189 H -6.386 9.975 -4.919
190 H -7.449 7.162 -3.517
191 H -7.754 6.459 -5.098
192 H -8.193 8.187 -4.744
193 O 0.339 -0.343 6.357
194 C 0.566 -0.055 5.234
195 O 1.808 0.135 4.736
196 C 1.783 0.545 3.399
197 C 0.284 0.405 3.037
198 O -0.368 0.070 4.256
199 H 2.189 1.557 3.310
200 H 2.377 -0.001 2.661
201 H 0.159 -0.402 2.314
202 H -0.062 1.329 2.578
203 O 5.216 5.806 -1.618
204 C 4.129 5.350 -1.758
205 O 3.832 4.190 -2.364
206 C 2.476 3.841 -2.115
207 C 1.876 5.105 -1.537
208 O 3.012 5.909 -1.239
209 H 1.960 3.596 -3.042
210 H 2.399 3.042 -1.378
211 H 1.352 4.872 -0.611
212 H 1.222 5.616 -2.244
213 O 0.473 2.158 0.170
214 C 0.402 1.245 -0.604
215 O 0.921 0.040 -0.427
216 C 0.388 -0.965 -1.279
217 C -0.603 -0.086 -2.130
218 O -0.559 1.212 -1.563
219 H 1.092 -1.373 -2.000
220 H -0.298 -1.670 -0.821
221 H -1.602 -0.506 -2.053
222 H -0.308 -0.006 -3.177

Calculated values
Kohn-Sham gap ... 8.78 eV
SMILES ... COCCNCCOC.COCCNCCOC.COCCNCCOC.COCCNCCOC.COCCNCCOC.COCCNCCOC.COCCNCCOC.COCCNCCOC.O=C1OCCO1.O=C1OCCO1.O=C1OCCO1
Max |F| ... 3.37 eV/Å
Energy ... -124345.3533 eV

Mulliken atomic charge list, values in e, 2 entries: C -0.509; O -0.130

=====

# 2
A 12-piece molecular cluster, C57H136BN8O25 overall, computed with ωB97M-V/def2-TZVPD.

CARTESIAN COORDINATES (ANGSTROEM)
1 O 0.065 3.434 2.589
2 C -0.307 2.603 1.776
3 O 0.419 1.577 1.365
4 B -0.320 0.789 0.389
5 O -1.607 1.505 0.180
6 C -1.631 2.489 1.060
7 O -2.596 3.239 1.188
8 O -0.585 -0.605 0.862
9 C -0.224 -1.470 -0.068
10 O -0.354 -2.685 -0.071
11 C 0.569 -0.672 -1.118
12 O 0.535 0.603 -0.803
13 O 1.113 -1.132 -2.142
14 C -5.783 3.519 0.544
15 C -5.593 2.363 -0.398
16 C -6.650 1.251 -0.257
17 O -5.591 2.883 -1.723
18 H -6.696 4.092 0.382
19 H -4.882 4.122 0.433
20 H -5.726 3.343 1.618
21 H -4.649 1.880 -0.146
22 H -6.556 0.890 0.767
23 H -6.438 0.459 -0.975
24 H -7.691 1.468 -0.499
25 H -6.337 3.457 -1.910
26 C 2.028 0.128 -5.384
27 C 2.654 -0.023 -6.738
28 C 1.996 0.954 -7.703
29 O 4.062 0.338 -6.672
30 H 1.029 -0.303 -5.459
31 H 2.049 1.149 -5.004
32 H 2.470 -0.510 -4.618
33 H 2.552 -1.061 -7.055
34 H 0.933 0.784 -7.872
35 H 2.496 0.875 -8.669
36 H 2.069 1.976 -7.331
37 H 4.285 0.456 -5.746
38 C 3.767 2.070 1.606
39 C 3.906 0.652 0.930
40 C 5.317 0.118 0.876
41 O 2.946 -0.129 1.545
42 H 2.748 2.430 1.463
43 H 4.381 2.826 1.116
44 H 4.064 1.990 2.652
45 H 3.478 0.655 -0.073
46 H 5.677 -0.078 1.886
47 H 5.991 0.785 0.339
48 H 5.365 -0.855 0.386
49 H 2.075 0.269 1.616
50 C 0.877 -4.734 -2.478
51 O 1.996 -5.486 -3.049
52 C 1.691 -6.726 -3.637
53 C 2.892 -7.224 -4.456
54 N 4.040 -7.345 -3.586
55 C 5.284 -7.641 -4.321
56 C 5.265 -9.007 -5.032
57 O 4.684 -9.904 -4.090
58 C 4.143 -11.110 -4.638
59 H 0.058 -4.599 -3.185
60 H 1.219 -3.736 -2.205
61 H 0.564 -5.311 -1.608
62 H 0.820 -6.655 -4.288
63 H 1.493 -7.446 -2.843
64 H 2.985 -6.539 -5.299
65 H 2.770 -8.186 -4.953
66 H 3.961 -8.202 -3.057
67 H 6.187 -7.558 -3.716
68 H 5.382 -6.914 -5.128
69 H 6.292 -9.270 -5.285
70 H 4.625 -9.069 -5.912
71 H 4.871 -11.647 -5.246
72 H 3.424 -10.821 -5.405
73 H 3.665 -11.768 -3.912
74 C 1.595 4.270 7.220
75 O 1.049 3.472 6.210
76 C 0.745 2.099 6.603
77 C 0.593 1.206 5.367
78 N 0.116 -0.175 5.629
79 C 0.101 -0.908 4.373
80 C -0.307 -2.387 4.601
81 O -1.736 -2.562 4.772
82 C -2.509 -2.523 3.628
83 H 0.853 4.425 8.003
84 H 1.844 5.264 6.847
85 H 2.514 3.890 7.666
86 H -0.164 2.003 7.196
87 H 1.557 1.740 7.236
88 H 1.549 1.111 4.850
89 H 0.106 1.805 4.597
90 H -0.786 -0.141 6.083
91 H 1.083 -0.877 3.901
92 H -0.533 -0.453 3.612
93 H 0.124 -2.706 5.550
94 H -0.028 -3.093 3.820
95 H -2.169 -3.249 2.890
96 H -2.616 -1.530 3.190
97 H -3.562 -2.748 3.800
98 C -3.755 8.086 0.854
99 O -2.466 7.559 0.830
100 C -1.546 8.566 1.213
101 C -0.175 7.834 1.167
102 N 0.040 7.635 -0.272
103 C 1.275 6.899 -0.397
104 C 1.245 5.395 -0.011
105 O 0.728 4.505 -1.005
106 C 1.518 4.370 -2.209
107 H -3.894 8.870 0.110
108 H -4.065 8.417 1.845
109 H -4.503 7.331 0.611
110 H -1.711 8.977 2.208
111 H -1.603 9.391 0.502
112 H -0.252 6.943 1.789
113 H 0.616 8.410 1.648
114 H -0.664 6.946 -0.495
115 H 2.059 7.381 0.188
116 H 1.670 6.972 -1.410
117 H 0.608 5.193 0.851
118 H 2.219 5.032 0.315
119 H 1.227 3.498 -2.795
120 H 2.578 4.193 -2.026
121 H 1.531 5.297 -2.783
122 C 3.271 -3.319 0.219
123 O 3.421 -3.632 -1.164
124 C 4.025 -2.527 -1.833
125 C 3.862 -2.658 -3.369
126 N 4.354 -3.946 -3.852
127 C 3.884 -4.169 -5.195
128 C 4.605 -3.193 -6.170
129 O 5.995 -3.100 -5.858
130 C 6.757 -2.249 -6.678
131 H 2.223 -3.028 0.287
132 H 3.956 -2.593 0.656
133 H 3.108 -4.249 0.762
134 H 5.069 -2.418 -1.538
135 H 3.557 -1.560 -1.647
136 H 4.291 -1.849 -3.961
137 H 2.781 -2.540 -3.448
138 H 5.263 -3.645 -4.173
139 H 2.796 -4.162 -5.251
140 H 4.226 -5.168 -5.467
141 H 4.140 -2.207 -6.146
142 H 4.496 -3.598 -7.176
143 H 6.364 -1.254 -6.884
144 H 6.819 -2.687 -7.674
145 H 7.772 -2.113 -6.304
146 C -4.054 5.104 4.136
147 O -3.502 4.926 5.415
148 C -2.078 4.697 5.468
149 C -1.241 5.949 5.152
150 N -1.154 6.954 6.252
151 C -0.602 8.193 5.837
152 C -0.601 9.336 6.913
153 O 0.163 10.400 6.373
154 C 1.552 10.262 6.446
155 H -3.909 4.195 3.552
156 H -3.596 5.844 3.480
157 H -5.116 5.317 4.253
158 H -1.890 3.869 4.784
159 H -1.961 4.327 6.487
160 H -1.694 6.399 4.269
161 H -0.248 5.640 4.828
162 H -2.037 7.050 6.732
163 H -1.049 8.509 4.894
164 H 0.446 7.906 5.750
165 H -0.230 9.006 7.883
166 H -1.607 9.674 7.161
167 H 2.053 11.126 6.011
168 H 1.978 9.411 5.915
169 H 1.879 10.171 7.482
170 C -2.810 -2.308 -2.623
171 O -3.406 -3.581 -2.644
172 C -3.095 -4.506 -1.603
173 C -3.625 -4.046 -0.197
174 N -5.056 -3.999 -0.140
175 C -5.564 -3.547 1.235
176 C -7.100 -3.288 1.216
177 O -7.273 -2.154 0.411
178 C -8.668 -1.976 -0.035
179 H -3.108 -1.626 -1.826
180 H -3.112 -1.901 -3.588
181 H -1.723 -2.390 -2.588
182 H -2.031 -4.734 -1.555
183 H -3.666 -5.406 -1.831
184 H -3.165 -3.116 0.136
185 H -3.266 -4.785 0.520
186 H -5.471 -3.314 -0.756
187 H -5.257 -2.530 1.479
188 H -5.412 -4.248 2.056
189 H -7.446 -3.017 2.213
190 H -7.705 -4.119 0.855
191 H -9.046 -2.778 -0.670
192 H -8.717 -1.050 -0.608
193 H -9.362 -1.866 0.798
194 C -2.502 5.554 -1.658
195 C -2.621 4.598 -2.839
196 C -2.225 3.125 -2.478
197 O -2.130 2.283 -3.624
198 C -1.727 0.928 -3.483
199 N -3.996 4.643 -3.184
200 H -3.263 5.448 -0.886
201 H -2.501 6.581 -2.026
202 H -1.516 5.402 -1.218
203 H -1.967 4.952 -3.635
204 H -2.966 2.673 -1.818
205 H -1.291 3.086 -1.918
206 H -2.118 0.563 -2.533
207 H -0.638 0.925 -3.530
208 H -2.113 0.275 -4.265
209 H -4.236 5.538 -2.781
210 H -4.425 3.996 -2.538
211 C -0.135 -5.563 1.613
212 C 1.029 -6.554 1.807
213 C 0.789 -7.652 2.849
214 O 1.810 -8.620 2.732
215 C 2.079 -9.382 3.892
216 N 1.156 -7.186 0.499
217 H 0.055 -4.770 0.890
218 H -0.365 -5.083 2.564
219 H -1.051 -6.020 1.238
220 H 1.940 -5.995 2.021
221 H -0.181 -8.148 2.826
222 H 0.833 -7.136 3.809
223 H 2.885 -10.086 3.687
224 H 1.201 -9.798 4.386
225 H 2.505 -8.695 4.623
226 H 0.322 -7.701 0.255
227 H 1.807 -7.936 0.680

Calculated values
Kohn-Sham gap ... 8.35 eV
Charge ... -1
Max |F| ... 3.95 eV/Å
Relative energy (zero: lowest compared OMol25 entry of this formula, charge and spin) ... 136.24 kJ/mol
Energy ... -125094.0414 eV

Mulliken atomic charge list, values in e, 2 entries: O -0.615; C -0.157